Here is one molecule with the formula C2H3NO2 at a distorted geometry from the OMol25 dataset. Energies are from ωB97M-V/def2-TZVPD.

Relative energy (zero: lowest compared OMol25 entry of this formula, charge and spin): 472.0 kJ/mol
SMILES string: C=NC1OO1
Kohn-Sham gap: 11.3 eV

```
! wB97M-V def2-TZVPD RIJCOSX def2/J DEFGRID3
* xyz 0 1
C -1.179 -0.444 0.465
N -0.400 0.495 0.513
C 0.788 0.589 -0.262
O 1.482 -0.600 -0.708
O 2.027 0.428 0.217
H -2.115 -0.488 1.026
H -1.134 -1.264 -0.263
H 0.531 1.284 -0.988
*
```


Here is an isolated ion of composition C10H17N3S and charge +2 at a distorted geometry from the OMol25 dataset. Energies are from ωB97M-V/def2-TZVPD.

Relative energy (zero: lowest compared OMol25 entry of this formula, charge and spin): 193.7 kJ/mol
Kohn-Sham gap: 7.2 eV

```
! wB97M-V def2-TZVPD RIJCOSX def2/J DEFGRID3
* xyz 2 1
C 4.103 0.172 -0.212
C 3.412 -0.687 0.571
C 3.414 1.275 -0.768
C 1.998 -0.553 0.759
C 1.988 1.489 -0.495
C 1.264 0.539 0.184
C -0.772 -0.496 -0.289
C -0.631 1.859 0.752
C -0.953 -0.068 -1.712
C -2.829 -1.999 -0.418
N -0.115 0.641 0.404
N -1.809 -1.078 1.806
N -2.138 -0.911 0.377
S -2.210 2.364 0.605
H 5.117 -0.105 -0.631
H 3.960 -1.412 1.177
H 4.026 2.038 -1.289
H 1.338 -1.137 1.449
H 1.519 2.324 -0.969
H -0.181 -1.400 -0.199
H 0.088 2.657 0.990
H -1.045 -0.863 -2.502
H -0.142 0.485 -2.007
H -1.787 0.624 -1.862
H -3.809 -2.112 -0.029
H -2.829 -1.735 -1.513
H -2.239 -2.962 -0.235
H -1.797 -2.028 2.102
H -2.346 -0.589 2.507
H -2.597 0.068 0.109
H -1.998 3.600 1.337
*
```


Here is C25H21N7OSZn as an isolated structure from the OMol25 dataset. Energies are from ωB97M-V/def2-TZVPD.

Kohn-Sham gap: 6.2 eV

```
! wB97M-V def2-TZVPD RIJCOSX def2/J DEFGRID3
* xyz 0 1
Zn -0.365 -0.040 -0.227
C 3.457 -4.242 -0.743
C 3.731 -3.347 -1.770
C 3.138 -2.095 -1.791
C 2.264 -1.705 -0.773
C 1.984 -2.612 0.250
C 2.575 -3.867 0.261
N 1.606 -0.463 -0.791
C 2.276 0.670 -1.012
C 3.705 0.818 -0.975
C 4.293 2.033 -1.190
C 3.547 3.203 -1.472
C 2.186 3.114 -1.513
C 1.550 1.886 -1.265
N 0.194 1.688 -1.317
N -0.583 2.520 -1.824
C -1.907 1.999 -1.941
C -2.911 2.885 -2.294
C -4.186 2.385 -2.490
C -4.407 1.025 -2.339
C -3.335 0.220 -1.982
N -2.111 0.695 -1.785
H 3.917 -5.221 -0.733
H 4.403 -3.631 -2.571
H 3.336 -1.412 -2.608
H 1.292 -2.323 1.032
H 2.343 -4.555 1.064
H 4.312 -0.053 -0.769
H 5.373 2.103 -1.138
H 4.051 4.144 -1.638
H 1.564 3.977 -1.715
H -2.674 3.933 -2.410
H -4.996 3.049 -2.765
H -5.384 0.591 -2.498
H -3.454 -0.848 -1.830
O -1.680 1.015 0.968
N -2.776 0.365 1.313
C -3.752 1.115 1.878
C -4.934 0.568 2.288
C -5.128 -0.804 2.111
C -4.133 -1.551 1.536
C -2.916 -0.980 1.117
S -1.661 -1.921 0.405
H -3.495 2.159 1.963
H -5.683 1.204 2.735
H -6.051 -1.275 2.422
H -4.246 -2.614 1.382
N 2.239 0.170 2.140
C 2.716 -0.418 3.251
C 1.630 -0.924 3.926
C 0.530 -0.598 3.111
N 0.909 0.061 2.027
H 2.763 0.609 1.398
H 3.769 -0.425 3.475
H 1.629 -1.457 4.860
H -0.514 -0.826 3.258
*
```


Here is a 5-piece molecular cluster, C14H41N3O5 overall at a distorted geometry from the OMol25 dataset. Energies are from ωB97M-V/def2-TZVPD.

Relative energy (zero: lowest compared OMol25 entry of this formula, charge and spin): 235.1 kJ/mol
SMILES string: COC[C@H](C)N.COC[C@H](C)N.COC[C@H](C)N.CCO.O
Kohn-Sham gap: 9.8 eV

```
! wB97M-V def2-TZVPD RIJCOSX def2/J DEFGRID3
* xyz 0 1
C -6.496 1.931 -1.523
O -6.925 2.865 -0.558
C -8.384 2.947 -0.375
C -9.153 3.493 -1.595
C -8.520 4.814 -2.075
N -10.516 3.757 -1.368
H -5.408 1.975 -1.466
H -6.723 2.175 -2.561
H -6.833 0.912 -1.336
H -8.684 1.911 -0.216
H -8.685 3.516 0.505
H -9.200 2.786 -2.424
H -7.486 4.569 -2.320
H -8.569 5.605 -1.327
H -9.002 5.048 -3.024
H -10.847 4.454 -2.020
H -10.525 4.209 -0.465
C 5.244 3.531 -5.690
O 4.767 2.226 -5.484
C 3.404 1.907 -5.508
C 3.246 0.385 -5.213
C 1.899 -0.237 -5.704
N 3.261 0.090 -3.736
H 4.675 4.154 -6.381
H 6.232 3.381 -6.124
H 5.248 4.106 -4.764
H 2.781 2.526 -4.863
H 3.124 2.088 -6.546
H 4.089 -0.160 -5.636
H 1.850 -0.136 -6.789
H 1.096 0.162 -5.084
H 1.971 -1.308 -5.515
H 3.969 0.764 -3.484
H 3.897 -0.685 -3.613
C 8.657 -3.937 5.319
O 8.086 -3.602 4.064
C 7.502 -2.294 4.010
C 6.025 -2.176 4.628
C 5.430 -0.900 4.060
N 6.018 -2.307 6.056
H 9.386 -3.212 5.680
H 9.167 -4.865 5.061
H 7.818 -4.147 5.982
H 8.123 -1.516 4.454
H 7.506 -2.034 2.951
H 5.489 -3.047 4.251
H 4.407 -0.718 4.391
H 5.500 -0.881 2.972
H 5.939 0.007 4.386
H 6.589 -3.132 6.168
H 5.095 -2.627 6.313
C -4.565 -4.253 3.217
C -3.932 -3.163 4.108
O -2.619 -3.501 4.385
H -4.534 -5.246 3.666
H -4.025 -4.353 2.275
H -5.616 -4.028 3.035
H -4.436 -3.275 5.068
H -4.100 -2.162 3.711
H -2.152 -3.426 3.549
O 0.159 -1.937 0.444
H 0.843 -1.698 -0.181
H -0.558 -1.330 0.260
*
```


Here is CHKLiO as an isolated structure at a distorted geometry from the OMol25 dataset. Energies are from ωB97M-V/def2-TZVPD.

Relative energy (zero: lowest compared OMol25 entry of this formula, charge and spin): 0.0 kJ/mol
Kohn-Sham gap (spin up / spin down): 4.5 / 5.3 eV

```
! wB97M-V def2-TZVPD RIJCOSX def2/J DEFGRID3
* xyz 0 2
H 0.797 -0.303 -0.118
O -0.734 -2.102 -0.074
C 0.341 -1.732 -0.164
Li 0.972 1.813 0.031
K -1.376 2.325 0.325
*
```


Here is a 2-piece molecular cluster, C9H16BF2N4O6P overall at a distorted geometry from the OMol25 dataset. Energies are from ωB97M-V/def2-TZVPD.

Kohn-Sham gap: 7.3 eV

```
! wB97M-V def2-TZVPD RIJCOSX def2/J DEFGRID3
* xyz 0 1
C 0.858 1.380 0.755
C 0.814 0.136 -0.216
N 1.289 -1.145 0.417
C 1.111 -2.241 -0.497
N 1.314 -3.463 -0.010
C 1.759 -3.721 1.392
C 3.294 -3.461 1.641
N 3.658 -3.393 2.888
N 0.733 -2.123 -1.887
C -0.337 -1.124 -2.136
C -0.578 -0.111 -0.947
P -2.026 -0.632 0.170
O -2.342 -2.292 -0.137
O -1.644 -0.494 1.817
H 0.517 2.289 0.173
H 0.231 1.282 1.682
H 1.936 1.512 1.089
H 1.572 0.358 -1.041
H 0.714 -1.240 1.265
H 1.191 -4.297 -0.594
H 1.554 -4.813 1.610
H 1.110 -3.102 2.069
H 4.084 -3.369 0.844
H 4.670 -3.225 2.946
H 1.562 -1.959 -2.466
H -1.327 -1.588 -2.439
H -0.018 -0.501 -3.033
H -0.873 0.881 -1.419
H -2.797 -2.317 -0.996
H -1.757 0.417 2.138
B -3.046 5.578 -0.450
O -3.114 4.227 0.147
C -2.033 3.574 -0.229
O -1.772 2.433 0.086
C -1.200 4.442 -1.084
O -0.144 4.134 -1.587
O -1.785 5.619 -1.220
F -3.028 6.563 0.571
F -4.153 5.788 -1.313
*
```


Here is a 2-piece molecular cluster, CH2ClNO4S overall at a distorted geometry from the OMol25 dataset. Energies are from ωB97M-V/def2-TZVPD.

Relative energy (zero: lowest compared OMol25 entry of this formula, charge and spin): 529.6 kJ/mol
Kohn-Sham gap (spin up / spin down): 7.8 / 7.7 eV

```
! wB97M-V def2-TZVPD RIJCOSX def2/J DEFGRID3
* xyz 0 1
C 1.209 -0.209 -0.656
N 0.995 -0.609 0.623
O 1.329 0.088 1.529
O 0.258 -1.616 0.771
O -1.874 0.114 -1.348
O -1.396 2.061 0.129
S -1.235 0.680 -0.178
Cl -1.862 -0.338 1.433
H 0.924 -0.846 -1.428
H 1.650 0.675 -0.874
*
```


Here is C18H35AlN2S as an isolated structure at a distorted geometry from the OMol25 dataset. Energies are from ωB97M-V/def2-TZVPD.

Relative energy (zero: lowest compared OMol25 entry of this formula, charge and spin): 130.3 kJ/mol
Kohn-Sham gap (spin up / spin down): 6.0 / 6.0 eV

```
! wB97M-V def2-TZVPD RIJCOSX def2/J DEFGRID3
* xyz 2 1
C 0.844 1.936 -1.344
H 1.469 2.309 -0.529
H 1.427 1.523 -2.202
H -0.580 1.248 -0.530
C -0.055 3.060 -1.910
H -0.889 2.627 -2.483
H -0.510 3.626 -1.085
C 0.712 4.022 -2.826
H 0.055 4.850 -3.128
H 1.574 4.445 -2.284
H 1.086 3.535 -3.740
C -0.774 -1.587 -0.639
C -1.384 -0.613 -1.519
C -0.485 -0.368 -2.616
C 0.769 -1.029 -2.314
C 0.550 -1.855 -1.129
C 1.406 -2.994 -0.710
C 1.920 -1.198 -3.242
C -0.825 0.302 -3.887
C -2.805 -0.191 -1.454
C -1.488 -2.408 0.366
Al 0.440 0.202 -0.635
H 2.833 -1.448 -2.690
H 1.746 -2.006 -3.973
H 2.121 -0.279 -3.804
H 2.392 -2.944 -1.183
H 1.556 -3.011 0.374
H 0.933 -3.945 -0.998
H -2.451 -1.964 0.623
H -1.672 -3.424 -0.012
H -0.892 -2.492 1.281
H -2.953 0.805 -1.888
H -3.445 -0.905 -2.003
H -3.167 -0.160 -0.412
H -0.022 0.959 -4.247
H -1.004 -0.456 -4.664
H -1.737 0.900 -3.794
C -0.247 2.257 2.254
N -0.111 1.058 3.080
C -0.052 1.321 4.529
C 0.519 -0.047 2.596
S 1.675 0.023 1.287
N 0.406 -1.206 3.286
C -0.729 -1.480 4.178
C 1.298 -2.328 3.032
H -0.634 3.052 2.896
H -0.964 2.076 1.442
H 0.719 2.566 1.826
H -1.005 1.054 5.001
H 0.767 0.760 5.001
H 0.120 2.390 4.675
H -1.033 -2.528 4.025
H -0.427 -1.361 5.233
H -1.581 -0.830 3.952
H 0.908 -2.985 2.243
H 2.286 -1.953 2.741
H 1.388 -2.909 3.954
*
```